Entry 1:
ORCA calculation (the ωB97M-V functional and the def2-TZVPD basis) on a molecular structure, C18H24Cl3EuN9O10P2S in a non-equilibrium geometry.

XYZ file:
```
68
Properties=species:S:1:pos:R:3:forces:R:3:mulliken_spin:R:1
Eu -0.76438 0.65166 0.15505 0.4 -2.3 -2.4 6.93
N -0.90218 -1.01224 -4.42465 -0.4 -0.2 0.1 0.00
C 0.21762 -0.31344 -4.76805 0.4 0.1 -0.1 0.00
C 0.72272 0.17676 -3.59885 -0.2 -0.2 -0.1 0.00
N -0.05848 -0.19844 -2.55605 -0.7 -0.4 -0.1 0.00
C -1.04318 -0.90614 -3.07235 0.9 0.5 0.0 0.00
C -2.17258 -1.42514 -2.35155 -0.6 0.1 0.7 0.00
N -2.58938 -0.99864 -1.17435 0.4 0.0 -0.8 0.01
C -3.75268 -1.65134 -0.92685 -0.1 -0.2 -0.3 0.00
C -4.04128 -2.50504 -1.95255 -0.3 0.1 0.3 0.00
N -3.03668 -2.34714 -2.86515 0.3 0.0 -0.4 0.00
H -1.54138 -1.45124 -5.06545 0.0 0.2 0.1 0.00
H 0.54292 -0.23284 -5.78365 0.1 0.0 -0.2 0.00
H 1.59852 0.76916 -3.43635 0.2 0.2 0.0 0.00
H -4.31228 -1.43894 -0.03865 -0.1 0.0 0.2 0.00
H -4.84018 -3.20124 -2.10845 -0.2 -0.1 0.0 0.00
H -2.89478 -2.90774 -3.69025 0.0 0.1 0.2 0.00
O 2.35062 -1.51264 1.97185 0.0 -0.1 0.0 0.00
C 3.41172 -0.63844 1.67215 0.3 -0.1 -0.1 0.00
C 3.93712 -0.83114 0.24425 -0.4 0.1 0.2 0.00
C 2.99072 -0.28104 -0.82745 0.0 -0.1 0.2 0.00
C 2.84332 1.21446 -0.80535 0.0 0.0 -0.2 0.00
C 3.96032 2.04696 -0.84695 -0.1 0.1 0.1 0.00
C 3.78642 3.41806 -0.81375 -0.2 -0.1 -0.1 0.00
C 2.49332 3.91576 -0.79375 0.1 0.0 0.0 0.00
C 1.43482 3.02096 -0.79445 -0.1 0.1 0.0 0.01
N 1.59922 1.69866 -0.79195 0.3 0.2 -0.2 0.00
H 1.50502 -1.04294 1.92905 -0.2 -0.1 -0.1 0.00
H 4.22262 -0.88544 2.36925 0.1 0.1 0.0 0.00
H 3.12852 0.40436 1.83605 0.0 0.0 0.0 0.00
H 4.07282 -1.90194 0.07585 0.0 0.0 0.0 0.00
H 4.91612 -0.35244 0.16955 0.1 0.0 0.0 0.00
H 1.99332 -0.71274 -0.70025 0.2 -0.1 -0.1 0.01
H 3.36982 -0.58294 -1.81175 -0.1 0.0 0.0 0.00
H 4.94992 1.61586 -0.89875 0.1 -0.1 0.1 0.00
H 4.64192 4.08086 -0.81605 0.0 0.1 0.0 0.00
H 2.30242 4.97696 -0.77565 -0.1 0.1 0.0 0.00
H 0.40742 3.37746 -0.78945 0.1 -0.1 0.0 0.00
O 1.14172 0.71286 4.16185 -0.1 -0.5 0.1 0.00
P 0.34002 1.07676 2.80965 0.4 -0.2 0.8 0.02
O 1.20382 1.79406 1.83845 0.1 0.1 0.6 0.00
O -0.26158 -0.19234 2.27705 0.5 -0.5 1.7 0.01
O -0.84108 1.97646 3.42325 0.3 0.7 -0.5 0.00
P -1.32258 3.21326 2.38555 -0.4 -0.4 0.2 0.00
O -2.84388 3.37356 2.92385 0.4 0.6 0.3 0.00
O -0.52678 4.40776 2.65965 0.1 0.6 0.3 0.00
O -1.38398 2.56256 1.03665 -0.5 2.2 1.0 0.01
H 1.65582 1.47726 4.41035 0.3 0.4 0.2 0.00
H -3.41418 2.84726 2.33855 -0.2 -0.3 -0.3 0.00
N -2.39808 -1.71414 1.72285 0.1 -0.5 0.4 0.01
N -2.75658 -1.15424 2.95605 0.4 -0.1 0.4 0.00
C -3.21028 0.12176 2.96545 -0.9 -0.5 -0.2 0.01
N -3.30558 0.72486 4.17895 0.1 -0.1 0.4 0.00
S -3.85338 0.79436 1.58615 -0.4 0.3 -0.2 0.00
H -2.83618 -2.62184 1.58275 0.1 0.3 0.1 0.00
H -1.38508 -1.82564 1.65465 -0.3 0.2 0.1 0.00
H -2.21288 -1.43464 3.77195 -0.1 0.1 -0.4 0.00
H -2.62388 0.44416 4.87205 0.1 0.0 -0.1 0.00
H -3.41508 1.73286 4.13235 0.1 -0.2 -0.1 0.00
Cl 1.58302 -2.86494 -2.47635 0.2 0.0 -0.2 0.00
C 0.77502 -3.79044 -1.21525 -0.2 0.3 0.2 0.00
Cl -0.02478 -5.16864 -1.96345 -0.2 -0.5 -0.3 0.00
Cl 1.97802 -4.36844 -0.05985 0.3 -0.1 0.2 0.00
C -0.29358 -2.91674 -0.39405 0.7 0.3 -0.3 0.00
O -1.28568 -3.53744 -0.06055 -0.8 -0.6 0.3 0.00
O 0.05762 -1.74744 -0.19075 0.4 -0.5 0.2 -0.03
N -2.22608 2.23596 -2.72405 -0.2 0.2 -0.4 0.01
C -1.76398 1.80416 -1.74825 -0.8 1.2 -1.2 0.00
```
Positions in Å, forces in eV/Å.

Results
Total charge: -2
Highest occupied orbital energy (spin up / spin down) (eV): 0.5 / -3.1
HOMO-LUMO gap (spin up / spin down) (eV): 3.66 / 7.22
Multiplicity: 8

Entry 2:
ORCA calculation (the ωB97M-V functional and the def2-TZVPD basis) on a molecular structure, C20H18BaN2O8 in a non-equilibrium geometry.

XYZ file:
```
49
Properties=species:S:1:pos:R:3:forces:R:3:mulliken_charge:R:1
Ba -1.05235 -2.51167 3.93187 0.1 0.0 -0.1 0.75
C -6.88110 3.36451 1.90888 3.5 -2.0 0.3 -0.46
C -6.16454 2.24004 2.47481 -2.4 0.1 -0.1 0.49
C -7.13690 0.98334 2.90607 1.0 0.5 -0.3 0.55
O -6.52422 0.01947 3.39777 -1.5 0.7 -0.5 -0.68
C -8.59023 1.13822 2.57879 4.7 -4.3 2.9 -0.78
C -9.04199 2.19915 1.97296 -6.8 2.0 -4.5 0.46
C -8.22164 3.37682 1.70139 -1.8 5.0 0.6 0.34
O -8.73323 4.55211 1.52092 0.0 -2.5 -0.4 -0.68
O -10.28413 2.17025 1.46145 3.4 0.5 1.5 -0.74
O -4.96765 2.23820 2.70322 0.5 -0.4 0.2 -0.69
H -6.24883 4.19940 1.64507 -0.3 0.3 0.0 0.40
H -9.21213 0.26111 2.68049 -0.1 0.0 0.2 0.39
C 5.78735 -7.19899 3.25141 -5.9 2.4 -0.6 -0.64
C 4.62707 -6.46897 3.76560 -0.5 0.4 -0.3 0.52
C 4.52310 -6.23190 5.34748 2.1 -1.4 -0.4 0.48
O 3.60785 -5.59931 5.82428 -1.0 0.6 0.1 -0.67
C 5.59287 -6.81545 6.17503 -4.2 2.2 -0.8 -0.46
C 6.64566 -7.44170 5.63129 4.1 -1.7 2.0 0.40
C 6.74514 -7.56360 4.09036 4.8 -1.8 1.2 0.40
O 7.80199 -7.98674 3.55474 0.2 -0.3 1.1 -0.71
O 7.56256 -7.85521 6.46883 -1.5 0.4 -2.9 -0.74
O 3.70405 -5.98174 3.07966 1.0 -0.7 0.5 -0.71
H 5.78706 -7.45042 2.20109 0.3 0.1 0.0 0.40
H 5.44821 -6.61684 7.22671 0.4 -0.3 0.2 0.39
C 6.12539 4.30215 -3.58982 0.1 1.5 0.5 -1.19
C 5.14060 3.49830 -2.76748 -0.5 -1.1 -0.5 -0.44
C 5.53356 3.35544 -1.26559 -0.7 -0.9 -0.5 -0.35
C 4.71834 2.28013 -0.59829 -2.1 -1.8 1.6 0.12
N 4.05497 1.44788 -0.07351 2.5 3.0 -2.0 -0.39
H 5.87991 4.57094 -4.61725 -0.4 -0.8 -0.1 0.35
H 7.17918 4.02566 -3.55547 -0.1 -0.4 0.1 0.32
H 6.06764 5.29467 -3.14297 0.4 0.3 0.2 0.29
H 4.88591 2.53749 -3.21478 0.8 -0.5 0.2 0.40
H 4.14148 3.91504 -2.89471 0.0 0.7 0.6 0.30
H 5.43398 4.32724 -0.78206 -0.2 -0.2 0.3 0.31
H 6.56649 3.03870 -1.12124 0.1 0.1 -0.3 0.28
C -3.73639 2.68541 -5.74995 0.3 0.8 -1.0 -1.23
C -2.81544 1.67040 -5.12938 -1.5 -0.8 0.7 -0.29
C -3.62461 0.34681 -4.81266 0.4 0.6 1.1 -0.49
C -3.00919 -0.32016 -3.62158 1.1 -1.4 1.2 0.16
N -2.52662 -0.77491 -2.65200 -1.3 1.2 -2.6 -0.41
H -3.25773 3.66464 -5.75972 0.0 0.1 0.3 0.33
H -4.68395 2.79616 -5.22273 0.0 -0.2 -0.1 0.37
H -3.86507 2.49957 -6.81625 -0.6 -0.3 0.0 0.31
H -2.51970 2.10199 -4.17315 0.5 -0.3 -0.1 0.33
H -1.97636 1.43847 -5.78533 0.1 0.1 0.3 0.27
H -3.84767 -0.24306 -5.70171 0.8 -0.5 0.1 0.37
H -4.63863 0.52074 -4.45264 -0.1 0.8 0.1 0.27
```
Positions in Å, forces in eV/Å.

Results
Energy above the lowest of the compared OMol25 structures with the same formula, charge and spin (kJ/mol): 1333.5
Total charge: -2
Highest occupied orbital energy (eV): -1.5
HOMO-LUMO gap (eV): 1.18

Entry 3:
ORCA calculation (the ωB97M-V functional and the def2-TZVPD basis) on 11 unconnected molecules or ions with the total composition C56H54F5N5O in a non-equilibrium geometry.

XYZ file:
```
121
Properties=species:S:1:pos:R:3:forces:R:3:mulliken_spin:R:1
N 5.13429 4.20493 2.60519 -0.4 -0.3 -0.3 0.27
C 4.01759 3.46365 2.25597 -0.2 1.3 -0.4 0.04
C 2.88952 3.97796 1.62590 1.2 0.1 0.0 -0.08
C 2.90003 5.35727 1.21561 -1.7 -1.1 -0.5 0.55
C 4.03393 6.07391 1.45425 2.0 0.2 0.7 -0.11
C 5.11326 5.50698 2.12381 -1.2 0.3 -0.3 0.19
H 4.04820 2.40640 2.47437 0.1 -0.2 0.3 0.04
H 2.05778 3.35469 1.33241 -0.1 -0.4 0.2 -0.06
H 2.15176 5.73400 0.53402 -0.3 0.1 0.1 0.09
H 4.11785 7.10021 1.12856 0.1 0.2 -0.1 -0.01
H 5.90311 6.20951 2.34516 0.6 -0.4 0.3 0.04
N -1.04551 5.52211 0.11856 0.5 -0.9 0.0 -0.01
C -0.71553 4.21627 0.40180 -0.8 1.7 0.4 0.00
C -1.49566 3.43615 1.24451 -0.7 0.1 -0.6 -0.03
C -2.66097 3.99089 1.78803 0.3 0.9 0.4 0.02
C -2.95330 5.32738 1.55551 0.8 -0.4 -0.2 -0.02
C -2.11174 6.05038 0.68979 -0.8 -0.9 0.7 0.02
H 0.21555 3.88630 -0.03479 -0.1 -0.2 0.0 0.01
H -1.32485 2.37694 1.36808 0.3 0.0 0.1 0.01
H -3.30155 3.47665 2.48917 0.1 -0.5 -0.1 0.00
H -3.76551 5.80149 2.08649 -0.2 0.1 -0.2 0.00
H -2.42172 7.06526 0.48895 0.5 0.3 -0.3 0.01
N 4.46922 -3.19432 -4.25150 -1.7 1.4 0.3 -0.01
C 3.13784 -2.79738 -4.12592 2.8 -0.6 -0.2 0.01
C 2.44399 -2.23808 -5.16053 -1.3 0.3 1.3 0.00
C 3.02535 -2.04879 -6.36840 1.7 -0.6 -1.7 0.01
C 4.35144 -2.47367 -6.53908 0.4 0.4 0.9 -0.01
C 5.07615 -2.91256 -5.41258 -1.6 -0.5 0.1 0.01
H 2.72414 -2.82042 -3.12856 -0.1 -0.5 0.1 0.00
H 1.43656 -1.91351 -4.94572 -0.1 0.2 -0.2 0.00
H 2.50436 -1.59449 -7.19821 -0.2 -0.1 0.0 0.00
H 4.90889 -2.42523 -7.46281 -0.3 0.4 -0.2 0.00
H 6.14615 -3.05862 -5.42525 0.1 -0.3 -0.3 0.00
N 2.34623 0.91918 5.56933 0.4 0.8 -1.6 0.00
C 1.24418 1.66759 5.60855 -0.4 -0.3 0.3 -0.01
C 0.34536 1.86781 4.54974 1.6 -0.1 0.5 -0.01
C 0.68725 1.26835 3.34103 -1.3 0.2 0.0 0.00
C 1.78107 0.43603 3.26878 0.9 0.6 0.1 0.04
C 2.65121 0.45165 4.33879 -0.5 -1.2 1.5 -0.01
H 1.07082 2.10921 6.57877 -0.3 0.1 0.1 0.00
H -0.51422 2.49137 4.74642 0.0 0.1 -0.5 0.00
H 0.05253 1.44449 2.48516 0.0 -0.3 -0.1 -0.03
H 2.06415 -0.19266 2.43751 -0.2 0.4 -0.4 0.02
H 3.54868 -0.14747 4.29392 0.3 0.0 -0.1 0.00
N -3.84412 1.39546 4.05224 0.5 -1.7 -0.4 0.00
C -4.34476 0.84147 2.92050 1.8 2.0 -0.5 0.00
C -3.73595 -0.20054 2.20469 -0.3 0.0 0.3 0.00
C -2.67211 -0.81195 2.79378 1.1 -0.3 1.4 0.00
C -2.20442 -0.36873 4.04510 -0.2 -0.4 -0.8 0.00
C -2.77741 0.74607 4.60246 -1.7 0.2 0.3 0.00
H -4.89995 1.59312 2.37903 -1.2 -0.5 -0.1 0.00
H -4.00976 -0.55236 1.22100 -0.6 0.4 -0.1 0.00
H -2.11950 -1.63186 2.35934 -0.2 -0.1 -0.4 0.00
H -1.40993 -0.93157 4.51240 0.2 0.3 0.1 0.00
H -2.50510 1.10709 5.58322 0.4 0.1 0.0 0.00
C 5.27260 -4.71149 -1.14052 -0.2 0.1 -0.5 0.01
O 4.08081 -4.95604 -1.88997 0.0 -0.3 0.9 0.00
H 6.07760 -4.61536 -1.86911 0.4 0.1 0.3 0.00
H 5.18423 -3.80158 -0.54694 0.1 0.2 0.0 0.00
H 5.49246 -5.51858 -0.44169 -0.2 -0.2 -0.2 0.00
H 4.15123 -4.36903 -2.64632 0.1 0.1 -0.4 0.00
F 0.01404 0.26279 -4.60123 -0.1 -2.8 -1.5 0.00
C -0.28995 1.39580 -4.05910 -0.5 3.3 0.7 -0.02
C -1.51002 2.07258 -4.31938 1.6 -1.1 0.3 0.00
C -1.68273 3.30366 -3.70580 0.8 -0.4 0.6 0.00
C -0.69081 3.80106 -2.84050 0.0 -0.3 -0.7 0.00
C 0.56748 3.14575 -2.68308 -1.9 1.6 -0.2 -0.02
C 0.75849 1.96148 -3.33462 -0.4 -0.4 0.1 0.03
H -2.25462 1.61035 -4.95050 -0.1 0.0 -0.1 0.00
H -2.61508 3.82150 -3.87599 0.0 0.2 0.2 0.00
H -0.95673 4.72309 -2.34499 0.5 0.1 0.2 0.00
H 1.34411 3.63237 -2.11172 0.1 -0.1 0.2 0.00
H 1.69306 1.42705 -3.24876 0.0 -0.1 -0.1 0.02
F -2.17797 -4.57667 -0.26031 0.5 -0.2 0.4 0.00
C -2.50379 -4.43043 -1.55361 -1.4 1.3 -0.3 0.00
C -3.84876 -4.07376 -1.80108 0.8 -0.7 -1.2 0.00
C -4.23831 -3.97535 -3.14843 -0.3 1.0 1.4 0.00
C -3.31712 -4.10857 -4.15059 -0.1 -0.1 -0.4 0.00
C -2.00412 -4.35109 -3.86432 1.2 0.8 0.4 0.00
C -1.52894 -4.41354 -2.53492 -0.9 -1.1 -0.7 0.00
H -4.52252 -3.88025 -0.97949 0.0 -0.1 0.0 0.00
H -5.18088 -3.53939 -3.44491 -0.4 -0.4 0.4 0.00
H -3.61240 -3.91353 -5.17097 0.0 -0.1 -0.1 0.00
H -1.36123 -4.25215 -4.72647 0.6 -0.4 0.2 0.00
H -0.49994 -4.60449 -2.26827 0.1 0.1 -0.1 0.00
F 0.26394 -2.47560 6.78594 0.0 -0.4 -1.6 0.00
C 0.32667 -2.86855 5.45689 -0.5 -0.2 -0.5 0.00
C 1.45619 -2.55817 4.69326 0.6 0.3 1.0 0.00
C 1.63131 -2.93691 3.37508 -2.2 -1.3 0.9 0.00
C 0.54859 -3.67903 2.79858 1.7 0.8 -0.3 0.00
C -0.61040 -3.94485 3.49788 0.3 0.5 1.1 0.00
C -0.74193 -3.54607 4.85370 0.6 0.5 -0.4 0.00
H 2.26787 -2.01721 5.15690 -0.1 0.1 0.3 0.00
H 2.60591 -2.75591 2.94636 -0.3 0.0 -0.6 0.00
H 0.69864 -3.99769 1.77763 -0.3 -0.2 0.0 0.00
H -1.43627 -4.46963 3.04078 0.0 0.0 -0.1 0.00
H -1.69398 -3.68101 5.34546 0.1 -0.2 0.3 0.00
F -5.33032 -1.28941 -2.72602 -0.6 -0.7 -0.4 0.00
C -4.95286 -0.21613 -2.04234 2.1 1.0 0.0 0.00
C -3.57950 0.14056 -2.10422 -1.8 -0.7 0.1 0.00
C -3.20218 1.26384 -1.42475 -0.1 1.3 1.5 0.01
C -4.11922 2.06802 -0.70028 -1.3 -1.1 -0.4 0.00
C -5.48640 1.66631 -0.65007 2.6 1.4 -0.9 0.00
C -5.85902 0.55269 -1.36165 -1.3 -0.4 0.4 0.00
H -2.87485 -0.45424 -2.66644 0.0 -0.1 0.0 0.00
H -2.15858 1.53406 -1.35938 0.2 0.1 -0.3 -0.01
H -3.82694 2.99002 -0.21978 0.3 -0.1 0.0 0.00
H -6.24319 2.35095 -0.29661 0.0 -0.2 0.5 0.00
H -6.91773 0.34621 -1.30783 -0.1 -0.6 -0.5 0.00
F 0.77972 1.32647 -0.31283 -0.1 -1.1 0.3 -0.03
C 1.11161 0.00221 -0.28683 -0.1 -1.0 0.4 -0.18
C 2.46265 -0.32601 -0.24890 -0.3 1.5 -0.5 0.09
C 2.84500 -1.63568 -0.31379 -1.7 -2.4 0.7 -0.07
C 1.84494 -2.65988 -0.30136 0.0 0.9 -1.1 0.01
C 0.46257 -2.34519 -0.32657 2.1 0.0 0.0 0.00
C 0.13465 -1.01203 -0.24545 -0.3 1.7 0.1 0.03
H 3.14274 0.51223 -0.21391 0.3 0.0 0.0 0.13
H 3.84689 -2.03828 -0.29021 0.3 0.7 -0.1 0.03
H 2.22327 -3.65993 -0.45358 -0.2 -0.3 0.2 0.00
H -0.32682 -3.07193 -0.44948 0.2 -0.2 0.4 0.00
H -0.89805 -0.74446 -0.07712 -0.2 0.3 -0.4 0.00
```
Positions in Å, forces in eV/Å.

Results
Total charge: -1
Highest occupied orbital energy (spin up / spin down) (eV): 0.2 / -4.3
HOMO-LUMO gap (spin up / spin down) (eV): 1.64 / 6.18
Multiplicity: 2

Entry 4:
ORCA calculation (the ωB97M-V functional and the def2-TZVPD basis) on a gas-phase ion, C3H5O3 (charge +1) in a non-equilibrium geometry.

XYZ file:
```
11
Properties=species:S:1:pos:R:3:forces:R:3:mulliken_spin:R:1
C 1.91669 -0.11389 0.23293 -1.1 1.1 -3.4 0.11
C 0.33609 0.79769 0.08992 0.9 -1.5 -4.5 0.17
C -0.72582 -0.20082 0.36508 -0.1 3.4 -0.8 -0.02
O 0.61991 1.76596 0.99080 0.4 2.5 -2.0 0.40
O 0.28031 1.65080 2.15564 -0.7 -0.7 3.5 1.05
O 2.24392 -0.52915 1.23798 0.4 -0.7 2.5 0.18
H 2.41581 -0.19181 -0.76505 -0.2 0.1 0.4 0.06
H 0.23975 1.32242 -1.00130 0.7 -1.2 2.8 0.01
H -1.67273 0.28280 0.31834 -1.0 0.6 1.1 0.02
H -0.49147 -0.78953 1.13696 0.3 -1.7 3.8 0.01
H -0.90191 -0.87325 -0.36892 0.4 -2.0 -3.2 0.00
```
Positions in Å, forces in eV/Å.

Results
Energy above the lowest of the compared OMol25 structures with the same formula, charge and spin (kJ/mol): 205.1
Total charge: +1
Highest occupied orbital energy (spin up / spin down) (eV): -15.5 / -16.0
HOMO-LUMO gap (spin up / spin down) (eV): 10.74 / 7.21
Multiplicity: 3

Entry 5:
ORCA calculation (the ωB97M-V functional and the def2-TZVPD basis) on a molecular structure, C4H8O2.

XYZ file:
```
14
Properties=species:S:1:pos:R:3:forces:R:3:mulliken_charge:R:1
C -1.54656 1.15146 -0.70789 -0.1 0.0 0.0 -1.19
C -0.52822 0.84202 0.38313 0.1 0.1 -0.3 0.56
O -1.16488 0.53165 1.59321 0.1 -0.1 0.1 -0.56
C 0.34082 -0.31575 -0.10687 -0.4 0.1 0.3 -0.27
O 0.49668 -1.22611 0.79990 0.1 0.2 -0.4 -0.35
C 1.86870 -1.43806 -0.26483 0.5 -0.4 -0.1 -0.51
H -1.03279 1.48194 -1.61643 -0.1 0.0 0.1 0.31
H -2.23623 1.93263 -0.37821 0.1 -0.1 0.0 0.32
H -2.12712 0.25383 -0.94614 0.1 0.1 0.0 0.30
H 0.14557 1.71062 0.50736 0.0 -0.1 0.0 0.18
H -0.71551 -0.26360 1.93542 -0.1 0.1 0.1 0.34
H 1.49546 -2.13699 -1.00449 0.1 0.1 0.1 0.27
H 2.43452 -1.92399 0.53896 -0.1 0.1 -0.1 0.29
H 2.48652 -0.66534 -0.72760 -0.2 0.0 0.2 0.30
```
Positions in Å, forces in eV/Å.

Results
Energy above the lowest of the compared OMol25 structures with the same formula, charge and spin (kJ/mol): 555.2
Highest occupied orbital energy (eV): -8.0
HOMO-LUMO gap (eV): 8.61